[1]
Here is an isolated ion of composition C2H8N5 and charge +1 at a distorted geometry from the Open Molecules 2025 dataset. Energies are from wB97M-V/def2-TZVPD.

The geometry in XYZ format:
```
15
Properties=species:S:1:pos:R:3
C -1.5615 1.3246 -0.1366
C -0.1402 0.2637 -0.5287
N -2.4623 0.3396 0.2398
N -2.0503 -0.8075 0.3004
N -0.8379 -1.0073 -0.2777
N 0.9815 0.2994 0.4031
N 0.2053 -1.9998 0.0166
H -1.3568 1.8368 0.7124
H -1.9607 1.9229 -0.8608
H 0.0864 0.4904 -1.5082
H 0.6335 0.6300 1.3010
H 1.1801 -0.6690 0.4566
H 0.4631 -2.4080 -0.8548
H -0.2450 -2.6508 0.6303
H 1.7717 0.8740 0.0428
```

Calculated values
Molar mass: 102.1 Da
Structure (SMILES): NN1N=NC[C@H]1[NH3+]
Energy above the lowest of the compared OMol25 structures with the same formula, charge and spin: 109.5 kcal per mole
E_HOMO: -13.7 eV
Lowest unoccupied orbital energy: -3.64 eV
Charge: +1
Calculated total energy: -9643.232 eV

Mulliken population analysis, charges in e, atoms 1 to 4:
1 C -0.358
2 C -0.551
3 N -0.178
4 N -0.353

=====

[2]
Here is a 2-piece molecular cluster, C2H8N5O overall at a distorted geometry from the Open Molecules 2025 dataset. Energies are from wB97M-V/def2-TZVPD.

The geometry in XYZ format:
```
16
Properties=species:S:1:pos:R:3
C -0.9105 -0.4323 -0.0484
C 3.6939 0.0386 0.3938
N -1.5734 -1.6631 -0.0879
N -1.5481 0.4191 0.8263
N 4.6147 -0.5465 -0.0540
N 0.1191 -0.2528 -0.8478
N 0.5480 1.1365 -0.7431
O 2.6674 0.5194 0.5485
H -2.2210 -1.9609 0.6142
H -2.3714 0.0385 1.2837
H -1.0625 1.2356 1.2334
H -1.3614 -2.2273 -0.8427
H 5.5851 -0.6116 -0.0571
H 1.0536 1.3304 -1.6528
H -0.4637 1.5688 -0.5630
H 1.1677 1.4602 0.0354
```

Calculated values
Molar mass: 118.1 Da
Energy above the lowest of the compared OMol25 structures with the same formula, charge and spin: 21.6 kcal per mole
E_HOMO: -13.8 eV
Lowest unoccupied orbital energy: -3.23 eV
Charge: +1
Calculated total energy: -11694.113 eV

Mulliken population analysis, charges in e, atoms 1 to 4:
1 C 0.762
2 C 0.406
3 N -0.404
4 N -0.498

=====

[3]
Here is an isolated ion of composition C2H8N5O and charge +1 at a distorted geometry from the Open Molecules 2025 dataset. Energies are from wB97M-V/def2-TZVPD.

The geometry in XYZ format:
```
16
Properties=species:S:1:pos:R:3
C 0.2362 -0.5208 -0.1270
C -0.4504 1.0770 -0.2319
N -0.2077 -1.5455 -0.6581
N -2.3587 2.1015 -1.2456
N 1.2106 -0.3519 0.7956
N -1.4650 1.0741 -1.0176
N 1.8507 -1.5032 1.3790
O 0.1388 1.9003 0.3957
H 0.0532 -2.4930 -0.6337
H -2.6135 2.1365 -2.2082
H -2.0728 2.9912 -0.7823
H 1.2705 0.4917 1.2550
H -1.7813 0.1092 -1.1872
H 1.3319 -2.3316 1.1502
H 2.0963 -1.5631 2.3165
H 2.7613 -1.5723 0.7997
```

Calculated values
Molar mass: 118.1 Da
Structure (SMILES): [H]/N=C(\N[NH3+])C(=O)NN
Energy above the lowest of the compared OMol25 structures with the same formula, charge and spin: 75.3 kcal per mole
E_HOMO: -12.4 eV
Lowest unoccupied orbital energy: -4.12 eV
Charge: +1
Calculated total energy: -11691.787 eV

Mulliken population analysis, charges in e, atoms 1 to 4:
1 C 0.454
2 C 0.551
3 N -0.615
4 N -0.742

=====

[4]
Here is a 2-piece molecular cluster, C2H8N6O overall at a distorted geometry from the Open Molecules 2025 dataset. Energies are from wB97M-V/def2-TZVPD.

The geometry in XYZ format:
```
17
Properties=species:S:1:pos:R:3
C 0.2738 0.8550 -0.5110
N 0.9533 0.3530 0.5911
C 0.4089 0.0798 1.8314
N 0.7949 0.5581 -1.6781
N -0.8500 1.5755 -0.2827
N 1.2164 -0.6848 2.6258
N -0.7634 -1.3006 -1.3851
N -1.8853 -1.3903 -1.8368
O -0.6525 0.5305 2.2209
H 1.8304 -0.0752 0.3353
H 0.4232 1.1332 -2.4260
H 0.2198 -0.8572 -1.9898
H -1.2363 1.4805 0.6518
H -1.5317 1.5922 -1.0247
H 1.9197 -1.2836 2.2288
H 0.8276 -0.9552 3.5131
H -1.9488 -1.6109 -2.8641
```

Calculated values
Molar mass: 132.1 Da
Structure (SMILES): [H]/N=C(\N)NC(N)=O.[H]/N=N\[H]
Energy above the lowest of the compared OMol25 structures with the same formula, charge and spin: 0.0 kcal per mole
E_HOMO: -7.5 eV
Lowest unoccupied orbital energy: 0.76 eV
Calculated total energy: -13190.331 eV

Mulliken population analysis, charges in e, atoms 1 to 4:
1 C 0.508
2 N -0.179
3 C 0.664
4 N -0.863

=====

[5]
Here is C2H8N8O2 as an isolated structure at a distorted geometry from the Open Molecules 2025 dataset. Energies are from wB97M-V/def2-TZVPD.

The geometry in XYZ format:
```
20
Properties=species:S:1:pos:R:3
C 0.3775 -0.7078 2.3102
C 0.2098 1.8035 -2.2206
H -0.8232 -0.1352 0.1192
H -0.1440 -1.4960 -0.4884
H 1.6905 -0.0287 0.9823
H -1.0510 -1.4864 3.4491
H -1.5591 -2.4158 0.9267
H -0.1954 -3.1043 1.5638
H 0.2354 0.6865 -3.9166
H 0.1379 2.3945 -4.1778
N 0.0907 -0.5647 -0.1138
N 0.9036 -0.6703 1.0259
N -0.8040 -1.4179 2.4697
N -1.0605 -2.6228 1.7866
N 0.2010 1.6168 -3.5365
N 0.2697 0.8772 -1.2843
N 0.2477 1.5972 -0.1263
N 0.1911 2.8044 -0.3009
O 0.9238 -0.1480 3.2476
O 0.1585 3.0177 -1.7161
```

Calculated values
Molar mass: 176.1 Da
E_HOMO: -7.3 eV
Lowest unoccupied orbital energy: 0.37 eV
Calculated total energy: -18213.306 eV

Mulliken population analysis, charges in e, atoms 1 to 4:
1 C 0.357
2 C 0.513
3 H 0.322
4 H 0.267

=====

[6]
Here is a 2-piece molecular cluster, C2H8NO overall at a distorted geometry from the Open Molecules 2025 dataset. Energies are from wB97M-V/def2-TZVPD.

The geometry in XYZ format:
```
12
Properties=species:S:1:pos:R:3
O 0.2446 -2.5134 1.1426
H -0.3574 -2.2817 1.8555
C 0.4660 -0.1130 -1.1874
N 0.6924 0.5573 0.0922
C -0.6007 1.1995 0.4376
H 1.4328 -0.3223 -1.6631
H 0.0235 -1.1094 -1.1653
H 0.0903 0.6545 -1.9097
H 0.8697 -0.1272 0.8321
H -0.5488 1.9167 1.2343
H -1.2855 0.3930 0.7497
H -1.0268 1.7461 -0.4185
```

Calculated values
Molar mass: 62.1 Da
Energy above the lowest of the compared OMol25 structures with the same formula, charge and spin: 23.0 kcal per mole
E_HOMO: -2.4 eV
Lowest unoccupied orbital energy: 4.32 eV
Charge: -1
Calculated total energy: -5740.174 eV

Mulliken population analysis, charges in e, atoms 1 to 4:
1 O -1.097
2 H 0.127
3 C -0.821
4 N -0.495

=====

[7]
Here is a 2-piece molecular cluster, C2H8NO overall at a distorted geometry from the Open Molecules 2025 dataset. Energies are from wB97M-V/def2-TZVPD.

The geometry in XYZ format:
```
12
Properties=species:S:1:pos:R:3
C -1.5764 -0.1747 -0.9343
C -0.9936 2.1384 -0.5708
N -0.6419 0.9077 -0.5812
H -2.2305 -0.4530 -0.1117
H -2.2664 0.2576 -1.6615
H -1.0723 -1.0470 -1.3267
H -1.8921 2.3988 -1.1227
H -0.3364 2.8422 -0.0729
H 0.3542 0.7138 -0.5337
H 3.4788 -3.2655 1.9699
H 3.8736 -2.0002 2.8269
O 3.3031 -2.3182 2.1187
```

Calculated values
Molar mass: 62.1 Da
Energy above the lowest of the compared OMol25 structures with the same formula, charge and spin: 36.2 kcal per mole
E_HOMO: -13.9 eV
Lowest unoccupied orbital energy: -5.80 eV
Charge: +1
Calculated total energy: -5733.314 eV

Mulliken population analysis, charges in e, atoms 1 to 4:
1 C -0.724
2 C -0.076
3 N -0.006
4 H 0.320

=====

[8]
Here is a 2-piece molecular cluster, C2H8NO2 overall at a distorted geometry from the Open Molecules 2025 dataset. Energies are from wB97M-V/def2-TZVPD.

The geometry in XYZ format:
```
13
Properties=species:S:1:pos:R:3
C -0.1402 0.8756 -1.3748
N 0.0106 -0.0276 -0.2220
C -0.2245 0.8080 1.0677
O -1.3150 1.4883 0.7837
H -0.1046 0.0996 -2.3178
H 0.4888 1.6504 -1.3456
H -1.1661 1.1300 -1.5205
H -0.7777 -0.6911 -0.1738
H 0.7426 1.3233 0.8716
H -0.4271 0.2650 1.9627
H 0.7968 -1.9762 -0.4522
H 1.7623 -2.3690 0.7887
O 1.4149 -2.6559 -0.0858
```

Calculated values
Molar mass: 78.1 Da
Energy above the lowest of the compared OMol25 structures with the same formula, charge and spin: 49.6 kcal per mole
E_HOMO: -2.5 eV
Lowest unoccupied orbital energy: 4.45 eV
Charge: -1
Calculated total energy: -7787.032 eV

Mulliken population analysis, charges in e, atoms 1 to 4:
1 C -0.954
2 N -0.345
3 C -0.595
4 O -0.887

=====

[9]
Here is a 2-piece molecular cluster, C2H8NO2 overall at a distorted geometry from the Open Molecules 2025 dataset. Energies are from wB97M-V/def2-TZVPD.

The geometry in XYZ format:
```
13
Properties=species:S:1:pos:R:3
C 0.0707 2.2024 -1.6315
O 0.3028 1.3075 -0.6428
H -1.0219 2.5734 -1.4724
H 0.2240 1.7902 -2.6506
H 0.6490 3.1174 -1.5311
N 0.2310 -2.5137 1.1102
C 0.0793 -1.0493 1.3494
O -0.8186 -0.4088 0.5314
H 0.2080 -2.7093 0.1556
H -0.7831 -2.8135 1.2807
H 1.2134 -0.7965 1.2152
H -0.0995 -0.7315 2.5731
H -0.2551 0.0319 -0.2873
```

Calculated values
Molar mass: 78.1 Da
Energy above the lowest of the compared OMol25 structures with the same formula, charge and spin: 44.5 kcal per mole
E_HOMO: -2.9 eV
Lowest unoccupied orbital energy: 4.60 eV
Charge: -1
Calculated total energy: -7787.254 eV

Mulliken population analysis, charges in e, atoms 1 to 4:
1 C -0.598
2 O -0.769
3 H 0.152
4 H 0.170